105
Properties=species:S:1:pos:R:3 method="wB97M-V/def2-TZVPD" homo_lumo_gap_ev=6.6 lumo_energy_ev=-5.94 total_charge=+2 e_homo_ev=-12.543
Pt 0.0676 -0.8676 0.0119
C 0.3475 -2.6212 -1.7813
N 1.4845 -2.0476 -2.4399
C 1.4367 -1.9387 -3.9000
C 2.4138 -1.4082 -1.6815
N 2.0424 -1.0433 -0.4542
C 2.9851 -0.9793 0.6062
C 3.9728 -1.9203 0.7308
C 5.0417 -1.7254 1.6271
C 5.1380 -0.5527 2.3185
C 4.1088 0.4196 2.2348
C 4.2450 1.6838 2.8609
C 3.2766 2.6277 2.6925
C 2.0673 2.2920 2.0494
C 1.8387 1.0300 1.5495
N 0.4983 0.6363 1.2791
C -0.4172 1.3038 2.0394
N -0.2906 1.2923 3.3760
C 0.5067 0.2546 4.0242
C -0.5220 2.4632 4.2194
N -1.3893 1.9997 1.4497
C -2.5944 2.4787 2.1273
C -1.3060 2.3112 0.0237
C 2.9460 0.1352 1.4732
N 3.6229 -1.1678 -2.1951
C 4.2962 -2.1128 -3.0847
C 4.4393 -0.0376 -1.7641
H -0.3000 -3.0843 -2.5270
H -0.4544 -1.8722 -1.4080
H 0.6012 -3.3597 -1.0254
H 0.4496 -1.5912 -4.2027
H 1.6401 -2.8980 -4.3757
H 2.1711 -1.2107 -4.2326
H 3.9680 -2.7885 0.0811
H 5.8122 -2.4793 1.7137
H 6.0013 -0.3445 2.9368
H 5.1440 1.8997 3.4229
H 3.4037 3.6244 3.0937
H 1.2717 3.0288 2.0236
H 0.5625 -0.6315 3.3967
H 0.0338 -0.0007 4.9727
H 1.5205 0.6113 4.2229
H -0.7760 3.3320 3.6213
H 0.4048 2.6816 4.7532
H -1.3123 2.2806 4.9487
H -2.7260 1.9817 3.0813
H -3.4557 2.2540 1.5023
H -2.5522 3.5580 2.2777
H -0.3320 2.7303 -0.2248
H -2.0802 3.0433 -0.1937
H -1.4762 1.4237 -0.5854
H 3.7073 -3.0184 -3.1966
H 5.2577 -2.3779 -2.6421
H 4.4770 -1.6723 -4.0654
H 3.8332 0.6890 -1.2296
H 4.8516 0.4390 -2.6535
H 5.2584 -0.3615 -1.1206
Cl -1.4636 0.7136 -3.4148
C -0.0935 1.8153 -3.6491
Cl 1.2307 1.4611 -2.5268
H -0.4429 2.8237 -3.4649
H 0.2641 1.7047 -4.6654
F -5.8827 0.0776 6.0215
C -5.7337 0.9134 4.9906
F -5.1633 2.0385 5.4640
F -6.9423 1.2328 4.5299
C -4.8556 0.3134 3.9188
C -5.2395 0.3359 2.5891
C -4.3854 -0.1736 1.6178
C -3.1488 -0.7002 1.9783
C -2.7870 -0.7433 3.3266
C -3.6358 -0.2384 4.2929
P -2.0303 -1.4879 0.7744
C -1.6988 -3.0669 1.6401
C -0.4047 -3.5467 1.8486
C -0.1997 -4.7242 2.5521
C -1.2858 -5.4253 3.0535
C -2.5765 -4.9557 2.8663
C -2.7780 -3.7759 2.1700
C -1.0260 -6.7131 3.8001
F -2.1301 -7.1891 4.3763
F -0.5569 -7.6512 2.9646
F -0.1038 -6.5294 4.7548
C -3.0746 -1.8978 -0.6583
C -3.5433 -0.8509 -1.4545
C -4.2904 -1.1106 -2.5896
C -4.5460 -2.4261 -2.9541
C -4.0702 -3.4748 -2.1868
C -3.3347 -3.2129 -1.0371
C -5.3047 -2.6959 -4.2323
F -5.8084 -3.9299 -4.2620
F -4.4834 -2.5635 -5.2893
F -6.3078 -1.8282 -4.3939
H -6.2037 0.7378 2.3099
H -4.7111 -0.1753 0.5875
H -1.8598 -1.2146 3.6284
H -3.3647 -0.2882 5.3406
H 0.4552 -3.0014 1.4761
H 0.8046 -5.0907 2.7206
H -3.4165 -5.5033 3.2706
H -3.7883 -3.4020 2.0487
H -3.3231 0.1778 -1.1921
H -4.6691 -0.2974 -3.1953
H -4.2753 -4.4957 -2.4791
H -2.9657 -4.0412 -0.4504

---

33
Properties=species:S:1:pos:R:3 method="wB97M-V/def2-TZVPD" homo_lumo_gap_ev="2.9 / 2.9" lumo_energy_ev="-13.90 / -13.90" total_charge=+3 e_homo_ev="-16.837 / -16.840"
I 0.7462 -5.5512 -2.3038
I 1.1219 -3.4656 -3.9960
Hf -0.0726 0.3586 0.0737
P 2.4350 0.1894 0.5137
C 3.5798 -1.1339 -0.0301
C 3.2993 1.7668 0.1153
H 1.8955 0.7796 2.8389
H 3.6095 0.2823 2.6628
H 2.3110 -0.9429 2.6583
C 2.5790 0.0745 2.3426
H 2.6804 2.6143 0.4540
H 4.2931 1.8362 0.5840
H 4.5826 -0.9563 0.3715
H 3.6192 -1.1507 -1.1271
H 3.4188 1.8336 -0.9774
H 3.1980 -2.0954 0.3337
C 0.1647 -1.6534 -0.3448
O 0.2668 -2.7474 -0.6912
Cl -1.1530 0.4454 2.0877
C -3.2406 0.3839 -0.8885
P -2.2483 1.3628 -2.0419
C -2.5710 0.7060 -3.6961
C -2.6149 3.1093 -1.8112
O -0.7208 1.1586 -1.6504
H -2.9996 0.7025 0.1538
H -2.9589 -0.6823 -1.0448
H -4.3266 0.5205 -1.0642
H -3.6621 0.7819 -3.8583
H -2.0493 1.2681 -4.4870
H -2.2803 -0.3590 -3.7509
H -2.3042 3.3867 -0.7888
H -2.0652 3.7270 -2.5388
H -3.7040 3.2455 -1.9254

---

68
Properties=species:S:1:pos:R:3 method="wB97M-V/def2-TZVPD" homo_lumo_gap_ev=6.4 lumo_energy_ev=-3.23 total_charge=+1 e_homo_ev=-9.671
La 0.1449 -0.0892 -1.5404
C 2.1231 1.0475 2.1693
P 0.7775 -0.0438 1.5868
C 1.3146 -1.6457 2.2656
C -0.6494 0.4409 2.6202
C -0.8143 -0.0707 3.9056
C -1.8777 0.3239 4.6975
C -2.7913 1.2480 4.2156
C -2.6459 1.7588 2.9390
C -1.5889 1.3585 2.1244
P -1.4001 2.0145 0.4309
C -0.5620 3.6166 0.7229
C -3.0748 2.5892 -0.0233
H 2.2289 1.0022 3.2549
H 1.9464 2.0820 1.8813
H 3.0576 0.7259 1.7089
H 1.7041 -1.5420 3.2787
H 2.1090 -2.0483 1.6366
H 0.4836 -2.3496 2.2520
H -0.1102 -0.7908 4.2982
H -1.9916 -0.0904 5.6895
H -3.6234 1.5625 4.8305
H -3.3773 2.4675 2.5746
H -1.0201 4.1194 1.5762
H -0.6592 4.2476 -0.1609
H 0.4994 3.4819 0.9244
H -3.4164 3.4146 0.6027
H -3.7890 1.7695 0.0533
H -3.0619 2.9389 -1.0568
N -0.4892 -2.5949 -3.5740
N 0.6136 -3.4676 -3.6467
C 1.6975 -3.2542 -2.8860
N 2.6679 -4.1632 -2.8743
N 1.6916 -2.0933 -2.2215
N 2.7247 -1.7409 -1.4504
O 3.7155 -2.3909 -1.2294
O 2.5021 -0.6139 -0.9596
H -1.1256 -2.9414 -2.8483
H -0.9379 -2.5847 -4.4821
H 0.4687 -4.3922 -4.0264
H 2.5791 -5.0110 -3.4076
H 3.4718 -4.0268 -2.2822
Cl -0.1422 2.9229 -2.7092
C 1.6368 2.7481 -2.8469
C 2.4177 3.8052 -2.4145
C 3.7913 3.6848 -2.5109
C 4.3359 2.5165 -3.0417
C 3.5258 1.4935 -3.4843
C 2.1175 1.5711 -3.4234
C 1.2294 0.4848 -3.8308
H 1.9548 4.6963 -2.0149
H 4.4249 4.4950 -2.1807
H 5.4090 2.4147 -3.1234
H 3.9688 0.6060 -3.9171
H 1.7575 -0.2951 -4.3793
H 0.3949 0.8507 -4.4403
S -0.8878 -2.5823 -0.4943
C -2.1246 -2.3645 0.7491
C -2.0617 -3.1146 1.9211
C -2.9918 -2.9278 2.9287
C -4.0013 -1.9878 2.7896
C -4.0779 -1.2452 1.6204
C -3.1511 -1.4357 0.6097
H -1.2818 -3.8561 2.0366
H -2.9252 -3.5246 3.8284
H -4.7249 -1.8443 3.5794
H -4.8666 -0.5164 1.4869
H -3.2429 -0.8595 -0.3080

---

26
Properties=species:S:1:pos:R:3 method="wB97M-V/def2-TZVPD" homo_lumo_gap_ev=7.3 lumo_energy_ev=-4.71 total_charge=+1 e_homo_ev=-11.963
Y -1.4878 0.3483 -0.0754
O 1.0319 3.6514 1.3032
C 0.2908 2.5958 1.5414
O -0.7017 2.3390 0.8619
C 0.7751 1.8658 2.7857
O 0.3929 0.5260 2.8840
C 1.2620 -0.4521 2.2920
C 0.6307 -0.5913 0.9363
O 0.8027 0.3555 0.1015
O -0.3155 -1.4050 0.7211
H 0.6522 4.1510 0.5589
H 1.8525 2.0164 2.8741
H 0.2927 2.3956 3.6140
H 2.2915 -0.1014 2.2169
H 1.1967 -1.3591 2.8840
Se -3.0669 0.1311 2.0076
C -4.4837 0.0065 0.7299
C -4.9953 1.1392 0.0941
C -6.0272 0.9817 -0.8248
N -6.5667 -0.1893 -1.1449
C -6.0767 -1.2635 -0.5236
C -5.0476 -1.2275 0.4045
H -4.6232 2.1287 0.3302
H -6.4395 1.8511 -1.3256
H -6.5304 -2.2135 -0.7829
H -4.7007 -2.1394 0.8714

---

11
Properties=species:S:1:pos:R:3 method="wB97M-V/def2-TZVPD" homo_lumo_gap_ev="7.1 / 7.1" lumo_energy_ev="-7.04 / -7.04" total_charge=+1 e_homo_ev="-14.176 / -14.176"
C 1.3782 -1.2419 -0.2534
C 0.1780 -0.7306 -0.0260
C -1.9291 0.6730 -0.2394
C 2.5555 -1.8596 0.0812
N -0.9804 -0.1650 -0.2232
N -3.0568 0.9574 0.0822
H 2.7946 -1.6019 1.2480
H 3.2932 -2.1604 -0.7500
H -0.0110 2.0586 -0.1844
H -3.8190 1.6206 -0.0853
H -0.4032 2.4498 0.3502

---

129
Properties=species:S:1:pos:R:3 method="wB97M-V/def2-TZVPD" homo_lumo_gap_ev=6.0 lumo_energy_ev=-4.60 total_charge=+1 e_homo_ev=-10.630
C -0.2145 -1.6993 2.3093
C -1.7094 -1.5885 2.3664
O -2.3238 -1.2623 3.3390
O -2.4355 -1.9174 1.2327
C -1.9436 -1.5019 -0.0234
C -1.6338 -0.0218 -0.0131
N -0.4502 0.3361 -0.5026
N 0.0641 1.5404 -0.5557
C -0.6568 2.4906 -0.0084
C -1.9126 2.2570 0.5950
P -2.8744 3.7079 1.3206
O -2.7394 3.3638 2.9253
O -1.6438 4.7727 1.2554
C -2.4557 0.9785 0.5450
C -3.8346 0.6639 1.0624
C -4.7627 0.0010 0.0120
C -5.4659 -1.2727 0.5062
Cl -5.2173 -2.6341 -0.6316
H 0.2040 -0.7344 2.6140
H 0.1427 -2.4274 3.0379
H 0.1904 -1.9411 1.3297
H -2.7275 -1.7212 -0.7520
H -1.0597 -2.0711 -0.3321
H 0.1555 -0.3816 -0.8951
H -0.2237 3.4823 -0.0457
H -3.1575 2.5363 3.1971
H -1.3855 5.0704 2.1394
H -4.3094 1.6028 1.3617
H -3.7547 0.0512 1.9644
H -4.2196 -0.2202 -0.9072
H -5.5208 0.7351 -0.2662
H -5.0810 -1.6042 1.4678
H -6.5418 -1.1357 0.5727
C -1.7644 5.6033 -3.4988
O -1.3484 6.7957 -2.8589
C -0.9430 6.6174 -1.5167
C 0.5571 6.4952 -1.3617
O 1.0643 5.3277 -1.9895
C 1.6179 5.5626 -3.2759
H -1.7778 5.7875 -4.5718
H -1.0879 4.7708 -3.2867
H -2.7789 5.3318 -3.1819
H -1.4203 5.7300 -1.0875
H -1.2873 7.4895 -0.9529
H 0.7892 6.4103 -0.2949
H 1.0545 7.3920 -1.7426
H 2.6161 6.0024 -3.1914
H 0.9841 6.2223 -3.8711
H 1.6982 4.6000 -3.7784
C -6.5155 6.5113 -7.9972
O -6.0864 7.6869 -7.3352
C -5.6591 7.4747 -6.0034
C -4.1528 7.3804 -5.8870
O -3.6197 6.2575 -6.5716
C -3.1138 6.5636 -7.8606
H -6.5465 6.7308 -9.0629
H -5.8309 5.6774 -7.8253
H -7.5199 6.2249 -7.6674
H -6.1247 6.5729 -5.5904
H -5.9982 8.3304 -5.4120
H -3.8910 7.2653 -4.8302
H -3.6897 8.3040 -6.2482
H -2.1311 7.0416 -7.7880
H -3.7892 7.2197 -8.4125
H -3.0105 5.6249 -8.4024
C 1.9160 -5.5262 -1.1856
O 2.3245 -6.4691 -0.2166
C 3.0099 -5.9028 0.8876
C 2.1123 -5.7185 2.0905
O 1.0583 -4.7935 1.8412
C -0.1697 -5.4177 1.5099
H 1.1773 -6.0108 -1.8223
H 1.4646 -4.6428 -0.7241
H 2.7623 -5.2108 -1.8057
H 3.4659 -4.9477 0.6035
H 3.8142 -6.5911 1.1607
H 2.7070 -5.3201 2.9164
H 1.7027 -6.6775 2.4162
H -0.6683 -5.7976 2.4079
H -0.0283 -6.2400 0.8062
H -0.8107 -4.6657 1.0455
C 3.8931 -1.5728 3.6479
O 2.7009 -0.8169 3.8018
C 2.3099 -0.6459 5.1567
C 2.7328 0.6946 5.7191
O 4.1375 0.8385 5.7666
C 4.6835 1.5754 4.6879
H 4.2632 -1.3986 2.6388
H 4.6566 -1.2664 4.3645
H 3.6909 -2.6420 3.7716
H 2.7154 -1.4540 5.7732
H 1.2170 -0.7112 5.1945
H 2.3608 0.7707 6.7449
H 2.2824 1.5069 5.1368
H 4.5282 2.6495 4.8346
H 4.2469 1.2768 3.7317
H 5.7532 1.3762 4.6658
C 1.0081 -8.5283 4.9242
O 1.6214 -7.2605 5.0914
C 1.0665 -6.4938 6.1468
C 1.8773 -6.5873 7.4222
O 1.8965 -7.8974 7.9522
C 3.0653 -8.6327 7.6334
H 1.6754 -9.1365 4.3154
H 0.8472 -9.0272 5.8813
H 0.0476 -8.4297 4.4058
H 0.0328 -6.8003 6.3383
H 1.0531 -5.4490 5.8179
H 1.4167 -5.9376 8.1727
H 2.8973 -6.2282 7.2458
H 3.9031 -8.3207 8.2653
H 3.3446 -8.5132 6.5842
H 2.8518 -9.6823 7.8262
C 1.5162 0.4896 -3.3155
O 1.9238 -0.8513 -3.5026
C 2.1332 -1.2012 -4.8672
C 3.5891 -1.1086 -5.2675
O 4.0827 0.2148 -5.1767
C 4.8320 0.4734 -4.0029
H 1.6879 0.7354 -2.2689
H 2.0861 1.1912 -3.9270
H 0.4487 0.6055 -3.5499
H 1.5269 -0.5606 -5.5153
H 1.7932 -2.2319 -4.9957
H 3.6777 -1.4225 -6.3112
H 4.1945 -1.7884 -4.6592
H 5.8419 0.0602 -4.0882
H 4.3511 0.0561 -3.1147
H 4.9039 1.5543 -3.8939

---

9
Properties=species:S:1:pos:R:3 method="wB97M-V/def2-TZVPD" homo_lumo_gap_ev=9.7 lumo_energy_ev=0.60 e_homo_ev=-9.120
C -0.1822 0.1785 0.5271
C -0.3034 -1.1497 1.1659
C 0.1640 1.0237 -1.2318
N 0.3019 0.1771 1.6538
H -1.1717 -1.5506 1.7016
H 0.2714 -1.8826 0.5967
H 1.2956 0.7905 -1.4444
H 0.1006 2.0796 -1.1665
H -0.4762 0.3336 -1.8025

---

30
Properties=species:S:1:pos:R:3 method="wB97M-V/def2-TZVPD" homo_lumo_gap_ev=10.1 lumo_energy_ev=0.01 smiles="C=CC.O.O.O.O.O.O.O" e_homo_ev=-10.062
C 2.5990 -0.6903 0.8079
C 2.0912 0.1091 -0.5254
C 2.3962 -0.5173 -1.6353
H 3.3953 -1.3587 0.6276
H 3.1999 0.1069 1.2848
H 1.8220 -0.8083 1.4818
H 1.6977 1.0372 -0.2228
H 2.3121 -0.3262 -2.6089
H 2.9361 -1.4711 -1.7505
H 1.1886 -2.9773 1.2151
H -0.3617 -2.9534 0.8665
O 0.4569 -2.5449 0.6354
H -0.5225 2.6341 0.3681
H 0.4516 3.3126 1.4781
O 0.2919 2.6683 0.8452
H -2.8637 -0.6798 0.0050
H -3.0660 -1.6930 -1.0540
O -2.9530 -1.6586 -0.1894
H -1.7968 -0.0694 2.4665
H -1.2896 1.2402 2.8953
O -1.6470 0.4370 3.2926
H -1.5726 -0.5884 -1.8908
H 0.0561 -0.5679 -2.1144
O -0.8691 -0.7243 -2.4974
H -2.5080 1.1422 -0.4594
H -2.9725 1.6049 0.8980
O -2.6605 0.8156 0.4444
H -0.1545 1.0323 -2.1211
H 0.5148 1.7744 -0.9871
O -0.1719 1.7140 -1.5557

---

20
Properties=species:S:1:pos:R:3 method="wB97M-V/def2-TZVPD" homo_lumo_gap_ev=7.7 lumo_energy_ev=0.65 e_homo_ev=-7.088
C -0.5451 -1.1287 -0.5585
C 0.8584 2.0289 0.3959
C 2.0671 -0.8541 -0.2049
C -1.4354 -1.5935 0.5800
C 0.6519 -0.3914 -0.2465
C -1.1785 0.7335 -0.7787
N 0.2498 0.8603 -0.2071
N -2.2321 1.2719 -0.2389
H -0.4453 -1.8871 -1.3387
H -2.1985 1.2412 0.7787
H -1.0876 0.8136 -1.8648
H 0.5060 2.9296 -0.1077
H 0.5821 2.1057 1.4497
H 1.9455 1.9841 0.3194
H 2.2144 -1.6226 -0.9678
H 2.2794 -1.3182 0.7628
H 2.7903 -0.0540 -0.3742
H -2.4801 -1.5537 0.2580
H -1.2039 -2.6170 0.8875
H -1.3384 -0.9487 1.4556

---

67
Properties=species:S:1:pos:R:3 method="wB97M-V/def2-TZVPD" homo_lumo_gap_ev="5.8 / 4.1" lumo_energy_ev="-1.60 / -3.26" multiplicity=6 s2=8.78 e_homo_ev="-7.381 / -7.381"
Fe -0.8616 1.0048 -0.1258
O -2.2648 -0.4577 0.7788
C -2.4272 -1.7636 0.2131
C -1.3342 -2.0314 -0.7868
C -1.0978 -3.3335 -1.2061
C -0.0845 -3.5657 -2.1171
C 0.6500 -2.4859 -2.5896
C 0.3501 -1.2272 -2.1114
N -0.6172 -0.9987 -1.2183
H -3.1211 -0.0820 1.0073
H -3.3968 -1.8376 -0.2853
H -2.3884 -2.5117 1.0074
H -1.6783 -4.1495 -0.7964
H 0.1426 -4.5726 -2.4393
H 1.4557 -2.6211 -3.2964
H 0.9226 -0.3620 -2.4261
N -0.3333 2.2818 1.7300
C -1.3427 3.1553 2.2658
C -1.1472 3.9289 3.3740
C -2.1677 4.7763 3.8564
C -3.3685 4.8382 3.2130
C -3.6023 4.0450 2.0649
C -4.8262 4.0666 1.3585
C -4.9827 3.2685 0.2651
C -3.9125 2.4390 -0.1288
N -2.7594 2.3889 0.4995
C -2.5869 3.1896 1.5904
H 0.0462 1.6688 2.4439
H 0.4508 2.8216 1.3717
H -0.1924 3.8941 3.8847
H -1.9860 5.3787 4.7356
H -4.1554 5.4911 3.5683
H -5.6220 4.7195 1.6948
H -5.8999 3.2602 -0.3058
H -4.0144 1.8028 -0.9995
O -0.7522 4.1875 -5.5235
C -0.7891 3.5615 -4.5063
C -1.9045 2.6023 -4.0680
O -2.9161 2.3504 -4.6660
C -1.4868 2.0628 -2.7399
C -0.2354 2.6577 -2.3357
O 0.2971 2.3879 -1.2342
C 0.2615 3.5867 -3.3878
O 1.2808 4.2252 -3.3708
O -2.0903 1.2482 -2.0163
O 2.0363 -6.3623 1.1977
S 3.3900 -6.7430 0.8430
O 4.1338 -7.4166 1.8842
O 3.5388 -7.2836 -0.4934
C 4.2570 -5.1437 0.6892
N 5.5623 -5.1460 0.4015
C 6.1411 -3.9688 0.2423
C 5.4528 -2.7597 0.3374
C 4.1104 -2.8751 0.6465
N 3.5256 -4.0520 0.8335
C 3.1522 -1.7411 0.7300
C 1.9303 -1.9747 1.3632
C 0.9556 -1.0128 1.2939
N 1.1003 0.1351 0.6154
C 2.2973 0.3967 0.0839
C 3.3501 -0.5016 0.1343
H 7.2026 -3.9825 0.0152
H 5.9494 -1.8112 0.1903
H 1.7545 -2.9314 1.8363
H -0.0189 -1.1884 1.7368
H 2.3897 1.3313 -0.4565
H 4.2773 -0.2583 -0.3665